A single C5H3ClS molecule at a distorted geometry, computed with wB97M-V/def2-TZVPD.

Results
* total charge: 0
* Kohn-Sham gap: 7.84 eV
* SMILES string: C#CC(=S)/C=C\Cl
* energy relative to the best compared isomer or geometry (same formula, charge and spin): 41.1 kcal/mol
* molecular weight: 130.6 u
* calculated total energy: -1050.5885 Ha
* LUMO energy: -1.3 eV

Geometry as XYZ:
```
10
Properties=species:S:1:pos:R:3:nbo_charge:R:1
C -1.46 -0.85 -1.72 -0.146
C -0.52 -0.29 -1.20 -0.071
C 0.66 0.43 -0.78 -0.220
S 1.68 1.07 -1.84 0.123
C 0.82 0.53 0.71 -0.273
C 0.11 0.03 1.73 -0.175
Cl -1.35 -0.82 1.71 0.060
H -2.22 -1.32 -2.30 0.244
H 1.74 1.07 0.97 0.235
H 0.54 0.14 2.72 0.223
```